This record from the OMol25 dataset describes a structure of composition C6H12CoO8. The level of theory is the ωB97M-V functional and the def2-TZVPD basis.

## Properties
Kohn-Sham gap (alpha / beta) ... 6.902 / 6.520 eV
Multiplicity ... 5
⟨S²⟩ ... 6.015
Charge ... -1
HOMO energy (alpha / beta) ... -4.668 / -4.483 eV
LUMO (alpha / beta) ... 2.234 / 2.037 eV

Cartesian coordinates (Å):
Co1 20.9818 -12.3735 -27.2582
C1 22.9892 -12.4800 -25.8079
O1 23.6451 -11.9731 -24.9174
O2 21.9795 -13.1811 -25.6963
O3 22.9091 -11.7374 -26.8165
C2 18.4367 -11.8285 -27.0474
O4 17.2554 -11.5517 -26.9093
O5 19.3848 -11.2047 -26.5263
O6 18.8785 -12.8075 -27.5815
C3 21.2141 -8.8148 -28.6064
C4 20.5805 -9.9099 -29.4027
O7 21.1009 -11.1475 -29.1439
H1 21.3549 -8.9628 -27.5357
H2 20.4741 -8.0170 -28.5442
H3 22.1032 -8.5669 -29.1862
H4 20.6859 -9.7372 -30.4738
H5 19.5162 -9.9338 -29.1685
H6 21.1622 -11.5988 -29.9890
C5 23.0983 -15.5529 -28.3808
C6 21.6037 -15.3465 -28.4694
O8 21.3166 -13.9496 -28.5060
H7 23.5715 -15.0140 -27.5599
H8 23.6026 -15.2011 -29.2808
H9 23.4877 -16.5555 -28.2038
H10 21.1187 -15.7813 -27.5955
H11 21.1538 -15.8402 -29.3307
H12 21.0467 -13.6747 -29.3853

---

This record from the OMol25 dataset describes a structure of composition C26H43BN6S3SiTe4Ti. The level of theory is the ωB97M-V functional and the def2-TZVPD basis.

## Properties
Kohn-Sham gap (alpha / beta) ... 3.832 / 3.853 eV
Charge ... -2
HOMO energy (alpha / beta) ... 0.099 / 0.079 eV
LUMO (alpha / beta) ... 3.931 / 3.932 eV

Cartesian coordinates (Å):
Ti1 0.2160 -0.0083 1.0642
C1 -3.1338 0.7385 -3.3020
C2 -3.2475 1.9210 -2.3377
C3 -4.6521 1.9644 -1.7077
C4 -2.9961 3.2069 -3.1470
N1 -2.2207 1.8602 -1.3049
C5 -2.1238 2.8950 -0.3761
C6 -1.5873 2.4636 0.7654
N2 -1.3368 1.0913 0.7157
B1 -1.6300 0.3700 1.9617
N3 -0.8242 1.1385 3.1588
C7 -1.0028 1.9377 4.2625
C8 0.1644 2.5755 4.5405
N4 1.1093 2.2078 3.5723
C9 0.4474 1.3396 2.7215
S1 1.4554 1.3545 0.2765
C10 2.5692 2.3982 3.6997
C11 3.3279 1.8899 2.4732
C12 3.0484 1.5789 4.9057
C13 2.8712 3.8797 3.9044
N5 -1.3933 -1.0851 1.9456
C14 -2.0379 -1.9757 2.7598
C15 -1.8023 -3.2188 2.2703
N6 -1.0021 -3.0857 1.1538
C16 -0.7898 -1.7657 0.9416
S2 1.5723 -0.7374 2.4060
C17 -0.4788 -4.1432 0.2650
C18 -1.4375 -5.3321 0.2861
C19 0.9383 -4.5604 0.7104
C20 -0.4101 -3.5924 -1.1666
C21 -1.7438 0.6286 -0.6067
S3 -2.9587 -0.7384 -0.4430
H1 -3.9466 0.7924 -4.0215
H2 -3.2124 -0.2104 -2.7765
H3 -2.1845 0.7637 -3.8340
H4 -5.4061 2.1295 -2.4776
H5 -4.7194 2.7680 -0.9691
H6 -4.8785 1.0260 -1.1999
H7 -3.5038 3.1417 -4.1069
H8 -1.9275 3.3232 -3.3345
H9 -3.3576 4.0911 -2.6215
H10 -2.3951 3.9113 -0.6021
H11 -1.3782 3.0417 1.6631
H12 -3.0779 0.6810 2.3737
H13 -1.9541 2.0033 4.7639
H14 0.4011 3.2395 5.3475
H15 2.7903 1.0151 2.0921
H16 4.3357 1.5870 2.7321
H17 3.3744 2.6053 1.6506
H18 2.9383 0.5069 4.7164
H19 2.4835 1.8265 5.8062
H20 4.1040 1.7662 5.0826
H21 2.4626 4.4754 3.0857
H22 3.9496 4.0186 3.9292
H23 2.4427 4.2414 4.8387
H24 -2.6036 -1.6368 3.6129
H25 -2.1091 -4.1626 2.6738
H26 -1.4391 -5.8359 1.2518
H27 -1.1134 -6.0471 -0.4650
H28 -2.4565 -5.0182 0.0519
H29 0.9198 -5.4453 1.3418
H30 1.4058 -3.7575 1.2946
H31 1.6027 -4.7337 -0.1474
H32 -1.3632 -3.1493 -1.4644
H33 -0.1463 -4.3930 -1.8518
H34 0.4007 -2.8477 -1.2669
Te1 3.8654 -2.1254 -1.1093
Te2 5.1491 -3.7077 -2.6513
Te3 4.3435 -0.1059 0.2997
Te4 2.1307 -0.8748 0.1900
C22 2.3231 -2.0972 -4.1773
Si1 1.4198 -0.4324 -3.7459
C23 0.4733 0.0836 -5.3408
C24 2.9855 0.6514 -3.4011
C25 0.0635 -0.1546 -2.4299
C26 -0.6369 0.1692 -1.4768
H35 2.1115 -2.4505 -5.1762
H36 2.1723 -2.9647 -3.5050
H37 3.4373 -1.9560 -4.1069
H38 1.1334 -0.0024 -6.1970
H39 0.0941 1.1038 -5.3129
H40 -0.3778 -0.5686 -5.5227
H41 3.8952 -0.0036 -3.5026
H42 2.9948 0.9848 -2.3513
H43 3.0765 1.5361 -4.0218

---

This record from the OMol25 dataset describes a cluster of 2 separate species, C26H33N2O2 in total. The level of theory is the ωB97M-V functional and the def2-TZVPD basis.

## Properties
Energy above the lowest of the compared OMol25 structures with the same formula, charge and spin ... 129.67 kcal/mol
Kohn-Sham gap ... 7.613 eV
Charge ... +1
HOMO energy ... -10.150 eV
LUMO ... -2.536 eV

Cartesian coordinates (Å):
C1 8.0391 -0.3837 -1.1491
C2 8.4146 0.9990 -0.4942
C3 9.7253 1.0913 0.3580
N1 7.6933 2.0640 -0.6565
C4 6.3498 1.9271 -0.1784
C5 6.0758 2.2310 1.2344
C6 4.7288 2.0970 1.7897
C7 3.6623 1.6523 0.9108
C8 3.8832 1.3716 -0.5232
C9 5.2204 1.5163 -1.0460
C10 2.6576 0.9004 -1.3699
O1 2.4290 1.2899 -2.4849
C11 1.7139 -0.0970 -0.6152
C12 1.0768 -1.2363 -1.2348
C13 0.2335 -2.1717 -0.4886
C14 0.0678 -1.8915 0.9393
C15 0.6677 -0.7254 1.5889
C16 1.4956 0.1820 0.8152
C17 2.2053 1.4373 1.4237
O2 1.6632 2.1929 2.1915
H1 7.4080 -0.9793 -0.4301
H2 7.4926 -0.1612 -2.0998
H3 8.9496 -0.9707 -1.4433
H4 9.5048 1.0039 1.4490
H5 10.2336 2.0740 0.1932
H6 10.4188 0.2932 -0.0230
H7 6.8890 2.5454 1.9297
H8 4.4621 2.3065 2.8459
H9 5.4674 1.2930 -2.1055
H10 1.2470 -1.3945 -2.3267
H11 -0.2420 -3.0701 -0.9334
H12 -0.5364 -2.5891 1.5593
H13 0.5038 -0.5644 2.6765
C18 -7.7580 -1.9360 0.0533
C19 -6.4618 -2.6006 -0.4216
C20 -5.1763 -2.1437 0.2730
N2 -4.5556 -0.8257 -0.2148
C21 -3.4854 -0.4542 0.8224
C22 -2.9651 0.9645 0.6585
C23 -4.1047 1.9675 0.6848
C24 -5.0513 1.6597 -0.4594
C25 -5.6125 0.2548 -0.3288
C26 -3.8967 -1.0681 -1.5457
H14 -7.9301 -0.9700 -0.4172
H15 -8.6122 -2.5596 -0.2125
H16 -7.7628 -1.7996 1.1368
H17 -6.3823 -2.5320 -1.5106
H18 -6.5637 -3.6654 -0.1934
H19 -4.3986 -2.8991 0.1425
H20 -5.3615 -2.0336 1.3438
H21 -3.9471 -0.5586 1.8058
H22 -2.6791 -1.1835 0.7314
H23 -2.2714 1.1817 1.4738
H24 -2.3955 1.0632 -0.2699
H25 -3.7128 2.9812 0.5852
H26 -4.6361 1.9142 1.6417
H27 -4.5432 1.7881 -1.4192
H28 -5.8799 2.3723 -0.4509
H29 -6.2152 0.0263 -1.2075
H30 -6.2200 0.1972 0.5756
H31 -4.6490 -1.4007 -2.2586
H32 -3.1290 -1.8308 -1.4231
H33 -3.4444 -0.1430 -1.8980

---

This record from the OMol25 dataset describes a structure of composition C3H10NS2. The level of theory is the ωB97M-V functional and the def2-TZVPD basis.

## Properties
Energy above the lowest of the compared OMol25 structures with the same formula, charge and spin ... 74.27 kcal/mol
Kohn-Sham gap ... 8.747 eV
Charge ... +1
HOMO energy ... -13.747 eV
LUMO ... -5.000 eV

Cartesian coordinates (Å):
C1 -0.7780 -0.2223 -0.7584
C2 0.5640 0.3036 -0.1581
C3 0.9661 -0.6718 0.9432
N1 1.8470 0.5769 -0.8227
S1 0.2008 -0.5489 2.5205
S2 1.9296 -1.9453 0.4260
H1 -1.5132 -0.4779 -0.0489
H2 -1.1626 0.6119 -1.4485
H3 -0.5454 -1.1667 -1.2684
H4 0.3377 1.2348 0.5082
H5 -1.8819 0.4706 1.3046
H6 2.5473 0.9762 -0.2301
H7 1.7923 1.0760 -1.6952
H8 2.3132 -0.5525 -1.0209
H9 0.9882 -1.3629 3.2470
H10 -2.6808 0.6610 1.3357

---

no.,E_tot (hartree)
1,-2220.49536
2,-4775.13944
3,-1270.18509
4,-971.07619